[1]
Entry from the OMol25 dataset: a structure of composition C32H41InN3O at a distorted geometry (ωB97M-V/def2-TZVPD).

The calculation puts the total energy at -45534.2917 eV. The net charge is -1. For the highest occupied orbital energy (spin up / spin down), the calculation gives -2.26 / -2.26 eV.

The geometry in XYZ format:
```
78
Properties=species:S:1:pos:R:3:forces:R:3
In 0.74295 -0.10041 0.46866 1.288 0.887 -2.524
N -1.77530 -1.82833 3.21573 0.383 0.785 -0.603
N 1.03017 1.71844 2.36556 -0.712 -2.125 0.357
C -0.61485 0.73636 -2.17370 -0.499 0.214 1.397
C -1.75354 1.02241 -1.37746 0.787 -1.499 -0.216
C -2.20073 -0.20069 -0.76980 1.098 -0.546 -1.342
C -3.33213 -0.37933 0.16849 -0.759 -0.084 -0.251
H -3.90197 0.55241 0.25291 -0.120 -0.123 0.045
H -3.00210 -0.68588 1.16907 -0.068 -0.044 -0.316
H -4.00706 -1.16336 -0.20796 -0.082 0.163 0.081
C -1.32370 -1.24589 -1.17764 -0.575 1.825 -0.407
C -1.56021 -2.69090 -0.94895 -0.222 -0.336 -0.006
H -2.41597 -3.00091 -1.57436 0.187 -0.200 0.180
H -1.81173 -2.92660 0.09584 0.108 0.163 -0.126
H -0.69419 -3.29354 -1.24485 -0.121 -0.007 0.014
C -0.29084 -0.65517 -2.00639 -0.265 -0.047 1.343
C 0.58411 -1.42992 -2.92179 0.067 -0.274 -0.556
H 0.98451 -2.33360 -2.44642 0.011 0.143 -0.100
H 1.42018 -0.82779 -3.30210 -0.082 -0.196 0.095
H -0.01275 -1.74674 -3.79740 0.287 -0.063 0.087
C -2.32881 2.36943 -1.16456 -0.181 0.438 -0.065
H -3.04239 2.63769 -1.96211 0.098 0.067 0.222
H -1.53271 3.12904 -1.16822 -0.226 -0.021 0.040
H -2.85636 2.41762 -0.20490 0.068 0.129 -0.147
C 0.17516 1.72642 -2.95143 0.194 0.368 -0.177
H 1.11509 1.27450 -3.29549 -0.123 0.247 0.024
H 0.42771 2.59504 -2.31861 0.058 -0.091 -0.327
H -0.36114 2.10742 -3.84189 0.176 -0.097 0.261
C -1.62296 -2.91370 3.93318 -0.035 0.033 0.888
H -2.48969 -3.63440 3.90784 0.845 0.733 0.260
C -0.46798 -3.19060 4.70819 0.508 1.249 -0.561
H -0.40693 -4.09721 5.28280 0.191 -0.191 0.115
C 0.55696 -2.18618 4.70884 -0.632 -2.099 0.791
H 1.47331 -2.38750 5.32163 -0.831 0.440 -0.541
C 0.43015 -1.07678 3.91769 -0.046 1.728 -3.166
H 1.25591 -0.32890 3.73761 -0.918 -0.897 0.597
C -0.69478 -0.96467 2.92305 0.491 -3.409 1.163
C -0.84196 -0.49315 1.53726 -2.742 1.249 5.582
H -1.56266 0.40580 1.90392 1.234 -1.436 -1.922
C 1.76506 1.75891 1.31394 0.620 1.409 -0.837
C 0.94245 2.86994 3.00489 2.026 2.498 -0.662
H 0.31599 2.79307 3.86800 -0.006 1.094 0.629
C 1.75313 3.83069 2.34881 -0.586 -2.937 -0.102
H 1.91036 4.88444 2.55179 0.385 -0.627 0.063
N 2.30542 3.06996 1.20621 -1.685 0.113 1.435
C 2.66366 3.52059 -0.09752 -0.484 -0.526 0.102
C 1.99135 4.63975 -0.63511 1.379 -1.103 0.551
C 2.52749 5.15663 -1.81238 -0.205 -0.386 0.548
H 2.18295 6.13922 -2.11670 -0.071 -0.138 -0.441
C 3.53752 4.47811 -2.49617 0.288 -0.091 0.063
C 4.11302 5.13277 -3.71690 0.113 0.235 -0.401
H 4.32181 4.40272 -4.50743 -0.071 0.150 0.085
H 5.05126 5.67743 -3.52071 -0.235 -0.204 0.076
H 3.38696 5.86693 -4.09067 0.267 -0.181 -0.119
C 4.02295 3.24217 -2.03137 -0.470 0.441 0.167
H 4.83853 2.72006 -2.52769 -0.227 0.123 -0.259
C 3.55268 2.70648 -0.83573 -0.109 1.009 0.681
C 4.11357 1.44246 -0.23559 0.998 -0.196 -0.097
H 3.98906 1.40604 0.85499 0.027 -0.003 -0.541
H 5.19459 1.42482 -0.43849 -0.102 -0.057 -0.052
H 3.71420 0.50354 -0.65975 -0.122 0.538 0.106
C 0.86221 5.20174 0.16100 -0.305 1.278 -0.230
H 1.18912 5.43223 1.17926 -0.507 0.238 -0.891
H -0.02193 4.54849 0.24247 0.473 0.001 -0.131
H 0.54761 6.14202 -0.29473 -0.195 0.026 -0.096
C 3.73020 -3.69998 0.93969 -0.118 -0.367 -0.263
C 2.45966 -4.06274 1.72678 -0.030 0.436 0.410
C 1.32614 -3.34891 1.00019 -0.279 0.211 -0.263
O 1.94082 -2.23372 0.26970 0.780 -0.432 0.342
C 3.40166 -2.38232 0.24518 -0.636 0.375 0.086
H 4.60544 -3.61067 1.58821 -0.111 0.007 -0.088
H 3.94987 -4.46548 0.18813 -0.031 0.048 0.102
H 2.52805 -3.67143 2.75000 -0.034 -0.085 -0.180
H 2.27644 -5.13787 1.79273 0.096 0.123 -0.048
H 0.82437 -3.99811 0.26334 0.224 0.249 0.206
H 0.56029 -2.92400 1.67315 0.335 -0.197 -0.270
H 3.83539 -1.52421 0.78146 -0.151 -0.178 -0.194
H 3.72047 -2.35837 -0.80773 -0.083 0.035 0.324
```
Forces are in eV/Å.

=====

[2]
Entry from the OMol25 dataset: a structure of composition C38H30IMnN6O2S2 (ωB97M-V/def2-TZVPD).

Its expectation value of S² is 3.8050. The calculation puts the total energy at -113995.5708 eV. The net charge is +3. The multiplicity is 4. For the highest occupied orbital energy (spin up / spin down), the calculation gives -14.94 / -14.95 eV.

The geometry in XYZ format:
```
80
Properties=species:S:1:pos:R:3:forces:R:3
Mn 0.09574 -0.80203 0.06778 -0.038 0.585 0.347
C 4.14968 -1.87035 -0.84243 0.034 0.015 0.031
C 4.21668 -0.51753 -0.23936 -0.257 0.140 -0.041
N 5.37782 -0.01589 0.10973 0.095 0.207 0.100
C 5.41736 1.21106 0.63042 -0.024 -0.210 -0.089
C 4.28705 2.06410 0.81440 0.096 0.087 0.057
C 4.51122 3.44509 1.37527 0.082 -0.078 0.005
O 3.53997 3.67846 2.38033 -0.020 0.020 -0.025
C 3.04593 1.57985 0.48976 -0.188 -0.073 -0.011
C 1.82177 2.40879 0.57128 0.203 0.018 0.001
N 0.66631 1.88648 0.58376 -0.162 -0.220 -0.048
C -0.46306 2.73038 0.61316 -0.064 0.147 0.123
C -0.64244 3.74581 1.54540 0.070 -0.005 0.050
C -1.80217 4.50888 1.52131 -0.032 -0.014 -0.043
C -2.78687 4.27054 0.57134 0.035 0.003 0.027
C -2.62483 3.25818 -0.36861 -0.030 0.038 0.028
C -1.47071 2.50639 -0.31051 0.009 -0.254 -0.150
I -1.08674 1.03131 -1.76658 -0.066 -0.013 -0.275
C 2.97378 0.24159 -0.03195 -0.020 0.200 -0.025
O 1.87377 -0.28334 -0.37755 0.256 -0.563 -0.048
H 5.15172 -2.20247 -1.09794 0.002 -0.010 0.009
H 3.51122 -1.86903 -1.72633 -0.005 -0.010 -0.008
H 3.71766 -2.56993 -0.11765 -0.018 -0.004 -0.019
H 6.40095 1.55901 0.92827 -0.017 0.042 0.002
H 4.43931 4.17673 0.56111 -0.012 0.016 -0.012
H 5.52396 3.50605 1.77930 0.009 0.005 -0.012
H 3.72093 4.52941 2.79758 -0.014 0.007 0.021
H 1.94992 3.49144 0.58349 0.042 -0.045 0.023
H 0.12422 3.91767 2.29242 -0.026 0.021 0.000
H -1.93764 5.29714 2.24919 0.003 -0.003 0.000
H -3.68657 4.87030 0.55461 0.010 0.001 0.006
H -3.38184 3.07565 -1.11917 0.012 0.000 0.003
S 1.78723 0.04968 6.76040 -0.068 -0.108 0.059
C 3.14184 1.04697 6.98863 0.072 0.055 0.042
C 3.50227 1.69778 5.84541 -0.054 -0.042 -0.030
C 2.65714 1.37012 4.75990 0.072 0.121 -0.133
C 1.67167 0.48033 5.10010 -0.050 -0.048 0.064
C 0.62482 -0.06394 4.24090 -0.022 0.012 0.037
C 0.83584 -0.12707 2.85541 0.047 -0.041 -0.124
N -0.07016 -0.60501 2.00902 0.050 -0.104 0.201
C -1.24888 -1.06331 2.49897 0.048 0.015 -0.211
C -1.55520 -1.05464 3.85515 -0.076 -0.020 0.116
C -2.84635 -1.56212 4.25650 0.083 0.042 0.041
C -3.72616 -2.03423 3.34860 -0.034 -0.027 -0.074
C -3.41255 -2.05143 1.93885 -0.085 -0.033 0.102
C -4.26339 -2.53009 0.93560 -0.046 -0.011 0.082
C -3.87145 -2.51323 -0.39695 -0.036 -0.018 -0.016
C -2.59772 -1.98244 -0.67769 -0.008 -0.011 -0.149
N -1.78264 -1.51611 0.25368 0.144 0.146 0.065
C -2.17454 -1.55456 1.54546 0.020 -0.035 0.025
C -4.72356 -2.99842 -1.47511 0.052 0.040 -0.055
C -5.94313 -3.61477 -1.37418 -0.129 -0.075 0.147
C -6.50569 -3.95178 -2.62637 0.053 0.016 0.004
C -5.70375 -3.58528 -3.66503 -0.086 -0.028 -0.045
S -4.27695 -2.82981 -3.13345 0.136 0.052 -0.035
C -0.58806 -0.53982 4.72636 -0.016 0.014 0.052
H 3.61051 1.10489 7.95879 -0.018 -0.009 -0.006
H 4.33169 2.38650 5.79116 -0.006 -0.003 -0.005
H 2.75401 1.82388 3.78132 0.009 -0.008 0.014
H 1.77848 0.20473 2.44286 -0.015 -0.002 -0.031
H -3.09778 -1.55613 5.30930 0.009 0.004 -0.007
H -4.68896 -2.41167 3.66851 0.007 0.002 -0.011
H -5.23945 -2.91140 1.20858 0.018 0.010 0.005
H -2.25119 -1.92865 -1.70316 0.014 0.003 0.020
H -6.43509 -3.83468 -0.43620 0.011 0.004 -0.028
H -7.45841 -4.44279 -2.75508 0.011 0.005 0.020
H -5.88345 -3.71586 -4.72078 0.010 0.008 0.013
H -0.79387 -0.49909 5.79032 -0.015 -0.007 -0.017
C 1.43880 -5.85952 -1.22403 -0.003 -0.041 -0.035
N 1.24243 -4.67119 -0.38132 0.054 -0.107 0.082
C 1.49270 -4.58714 0.96859 -0.018 -0.054 -0.090
C 1.14592 -3.33480 1.35747 -0.031 0.085 -0.028
N 0.68454 -2.65467 0.24591 -0.046 -0.001 -0.103
C 0.75986 -3.49843 -0.78231 -0.005 0.093 -0.003
H 2.02798 -6.58239 -0.66864 0.011 0.015 0.016
H 1.97412 -5.58620 -2.12945 0.003 0.032 0.011
H 0.47837 -6.30012 -1.47959 -0.017 0.017 0.031
H 1.88634 -5.41576 1.53237 -0.001 -0.004 -0.023
H 1.20038 -2.89447 2.33723 -0.016 0.018 -0.022
H 0.47760 -3.28253 -1.80145 0.009 -0.021 0.005
```
Forces are in eV/Å.

=====

[3]
Entry from the OMol25 dataset: a structure of composition C40H48N3O4P2ReSSi2 (ωB97M-V/def2-TZVPD).

Its expectation value of S² is 0.7679. The calculation puts the total energy at -102218.3532 eV. The net charge is +1. The multiplicity is 2. For the highest occupied orbital energy (spin up / spin down), the calculation gives -10.16 / -9.92 eV.

The geometry in XYZ format:
```
101
Properties=species:S:1:pos:R:3:forces:R:3
Re 0.03682 0.13539 0.41706 -0.422 -0.172 -0.308
O -2.75591 -3.50875 1.72542 0.060 -0.153 0.080
C -1.73205 -3.04249 0.99857 -0.337 0.389 0.199
O -1.77912 -2.84222 -0.17728 0.084 -0.180 -0.352
C -0.48481 -2.87232 1.79671 0.214 -0.058 -0.043
C -0.14001 -3.85974 2.70617 0.064 0.020 -0.085
C 1.14883 -3.89799 3.21366 0.009 -0.032 0.039
C 2.06753 -2.97777 2.74545 -0.071 0.058 -0.078
C 1.63105 -2.00134 1.86602 -0.077 -0.178 0.167
N 0.36412 -1.89540 1.43917 0.092 0.348 0.085
C 2.58867 -1.00891 1.27054 0.196 -0.016 0.069
O 3.76295 -0.99883 1.54301 -0.148 -0.071 0.003
O 2.00157 -0.20401 0.42547 0.084 0.250 -0.032
H -3.49459 -3.68071 1.11976 0.025 0.005 -0.029
H -0.87554 -4.60476 2.97292 0.001 0.007 -0.001
H 1.43775 -4.66005 3.92414 0.000 -0.005 0.006
H 3.10905 -2.98318 3.03363 0.013 0.015 -0.012
C 3.24973 2.90459 0.28707 -0.156 0.007 -0.099
Si 2.41363 2.28511 -1.27100 0.178 -0.046 -0.071
C 3.55449 1.01623 -2.06747 -0.123 0.236 0.041
C 2.30899 3.73738 -2.47031 -0.025 -0.169 0.087
N 0.75106 1.73775 -0.93992 0.202 -0.132 0.045
P -0.23855 1.23965 -2.12988 -0.084 -0.048 -0.034
C -1.14227 0.10976 -1.18997 0.228 0.121 0.104
P -2.64387 0.24593 -0.38431 -0.177 0.177 -0.039
N -2.02651 0.00773 1.10636 0.039 -0.265 0.205
Si -2.80966 0.01060 2.69552 -0.075 -0.030 0.042
C -3.16158 1.72295 3.41274 0.086 -0.172 -0.020
C -4.50837 -0.78223 2.55442 0.130 0.059 0.055
C -1.81452 -0.98782 3.95215 -0.098 0.200 -0.094
C -3.34932 1.91267 -0.49154 0.032 -0.070 0.053
C -4.26364 2.27195 -1.47836 -0.031 -0.020 -0.117
C -4.74586 3.57047 -1.54349 -0.007 -0.040 -0.023
C -4.32483 4.51841 -0.62303 0.034 0.007 0.044
C -3.40288 4.17198 0.35482 -0.039 0.052 -0.022
C -2.91560 2.87739 0.41121 0.041 0.026 0.012
C -3.93859 -0.80099 -1.07863 0.051 0.018 0.047
C -5.27986 -0.66011 -0.72458 -0.036 0.027 0.063
C -6.25057 -1.43190 -1.33934 0.008 -0.016 -0.025
C -5.88931 -2.33169 -2.33528 0.012 0.008 0.011
C -4.56099 -2.45325 -2.71596 -0.033 -0.024 -0.022
C -3.58708 -1.69269 -2.08803 0.072 -0.025 -0.013
C 0.58749 0.36323 -3.47181 -0.069 -0.060 0.084
C 0.96355 1.01119 -4.64335 0.017 0.123 -0.087
C 1.70672 0.34100 -5.60299 0.020 -0.016 -0.005
C 2.07477 -0.98062 -5.39627 -0.027 -0.005 0.032
C 1.68899 -1.63713 -4.23396 0.033 0.005 -0.024
C 0.94997 -0.96887 -3.27286 -0.016 -0.034 -0.009
C -1.17372 2.53964 -2.94345 0.020 0.040 0.084
C -1.96257 2.22086 -4.04838 -0.009 -0.080 -0.036
C -2.68759 3.20915 -4.68944 -0.013 0.018 -0.026
C -2.62717 4.51870 -4.22952 -0.006 0.019 0.002
C -1.85807 4.83569 -3.12037 0.000 0.015 0.011
C -1.13312 3.84596 -2.47206 -0.067 -0.039 -0.034
H 4.29579 3.11813 0.06027 0.024 -0.021 -0.059
H 3.24117 2.15752 1.07934 -0.010 -0.020 0.051
H 2.80469 3.83574 0.64144 0.013 -0.019 0.022
H 4.52997 1.50044 -2.17517 0.013 -0.006 0.011
H 3.23410 0.72213 -3.06601 -0.019 -0.007 -0.037
H 3.69501 0.12071 -1.46881 -0.025 -0.049 0.092
H 3.32378 4.04135 -2.73736 0.033 -0.006 0.009
H 1.80930 4.60551 -2.04053 -0.035 0.031 0.051
H 1.79645 3.48688 -3.40108 0.002 -0.008 0.007
H -3.90080 2.26044 2.81886 -0.035 -0.011 -0.007
H -2.28501 2.36270 3.52791 -0.025 -0.048 -0.005
H -3.59052 1.58112 4.40903 0.002 -0.037 0.004
H -5.22300 -0.11543 2.07718 -0.060 0.084 -0.007
H -4.88072 -0.96437 3.56610 0.020 -0.014 0.024
H -4.52079 -1.73064 2.02075 0.024 0.021 0.006
H -0.73463 -0.87396 3.86622 0.037 -0.015 -0.026
H -2.05327 -2.04937 3.90837 -0.049 -0.027 -0.040
H -2.09180 -0.63591 4.94911 -0.020 0.014 0.004
H -4.60252 1.54054 -2.20136 -0.003 0.006 0.007
H -5.45600 3.83970 -2.31381 -0.008 -0.001 -0.009
H -4.71421 5.52686 -0.66848 -0.002 0.013 -0.002
H -3.07313 4.90702 1.07818 0.005 -0.001 -0.001
H -2.21364 2.59778 1.18076 0.096 0.009 0.019
H -5.57432 0.07534 0.01209 0.000 -0.015 0.006
H -7.28866 -1.31961 -1.05750 -0.011 0.003 0.007
H -6.64838 -2.92803 -2.82381 -0.008 -0.007 -0.007
H -4.28152 -3.14203 -3.50177 0.001 -0.006 -0.005
H -2.54652 -1.79418 -2.36914 -0.010 0.003 -0.008
H 0.68106 2.04434 -4.81209 0.008 -0.063 -0.001
H 1.99913 0.85158 -6.51044 0.006 0.006 -0.009
H 2.65670 -1.50258 -6.14381 0.007 -0.007 -0.011
H 1.96795 -2.67042 -4.07721 0.003 -0.010 0.001
H 0.64762 -1.48146 -2.36683 -0.007 0.010 -0.010
H -1.99603 1.20072 -4.41673 -0.004 0.020 0.002
H -3.29015 2.96389 -5.55380 -0.007 -0.007 -0.005
H -3.18532 5.29351 -4.73855 -0.002 0.011 -0.003
H -1.82154 5.85506 -2.75926 0.005 0.006 0.003
H -0.53283 4.07766 -1.60456 0.052 0.033 0.062
C 1.68923 0.98717 3.52122 -0.008 0.003 0.041
S 0.22313 1.37767 2.54708 0.049 -0.005 -0.051
C 0.45860 3.13815 2.24689 0.074 0.037 0.011
H 2.60119 1.05937 2.93234 -0.028 0.007 -0.012
H 1.56325 -0.02708 3.89642 0.049 -0.015 0.002
H 1.73677 1.66587 4.37074 -0.047 0.016 -0.013
H -0.02160 3.70090 3.04552 -0.002 -0.013 0.014
H 0.00073 3.36939 1.28908 -0.028 0.015 -0.070
H 1.51480 3.37749 2.19922 0.032 -0.005 0.009
```
Forces are in eV/Å.

=====

[4]
Entry from the OMol25 dataset: a cluster of 2 separate species, C2H4N3OP in total at a distorted geometry (ωB97M-V/def2-TZVPD).

The calculation puts the total energy at -17942.0098 eV. The net charge is 0. For the highest occupied orbital energy (spin up / spin down), the calculation gives -9.24 / -9.24 eV.

The geometry in XYZ format:
```
11
Properties=species:S:1:pos:R:3:forces:R:3
C 1.32029 -1.00177 0.46897 -0.018 0.530 -0.076
C 0.24955 -0.11981 0.30575 -3.437 -0.360 0.468
N 2.42228 -0.26984 0.51811 0.753 -0.014 0.052
N 0.69877 1.11779 0.27786 -0.566 0.175 -0.035
N 2.00464 0.97594 0.40132 0.301 -0.366 -0.006
O -2.80691 1.12999 0.48855 -0.002 -0.038 0.356
P -2.45334 -0.44919 0.51942 3.041 0.602 -0.607
H 1.33396 -2.06753 0.54122 0.091 -0.240 0.028
H 2.64544 1.75649 0.42244 -0.167 -0.179 -0.035
H -2.21508 1.66753 -0.04963 0.018 0.060 -0.147
H -2.38078 -0.67261 -0.88251 -0.015 -0.172 0.001
```
Forces are in eV/Å.